Record 1
Entry from OMol25: a molecular structure, C10H11F6NNaO5 (ωB97M-V/def2-TZVPD).

Results
* largest force on an atom: 9.76 eV/A
* net charge: +1
* HOMO-LUMO gap: 0.202 Eh
* energy: -42980.833 eV
* spin multiplicity: 1
* HOMO energy: -10.9 eV

Atoms and positions in Å:
N 5.69338 -1.22344 1.49970
C 4.89768 -1.58724 0.26557
C 3.37119 -0.93705 0.38860
C 2.90203 -0.13887 -0.96602
C 2.04231 1.18999 -0.53826
O 0.64617 1.20695 -1.00289
C -0.04656 2.25860 -0.21493
O 0.59409 3.40158 0.15882
C -1.61975 2.13662 0.24726
O -2.00708 2.91765 1.28665
C -2.75252 1.16780 -0.49679
F -2.11408 0.10146 -1.32551
F -3.53557 2.10983 -1.38140
C -3.73059 0.43545 0.63386
F -2.82231 -0.15038 1.67164
F -4.61803 1.46165 1.29877
C -4.76925 -0.66919 -0.02721
F -5.96687 -0.68350 0.89407
F -5.31831 -0.22978 -1.36056
C -4.11868 -2.15615 -0.25797
O -4.28254 -2.72964 -1.48103
O -3.35086 -2.93988 0.72244
H 6.47156 -1.89252 1.69491
H 6.01942 -0.22876 1.49549
H 5.42652 -1.29829 -0.75581
H 4.75951 -2.75286 0.24010
H 3.39843 -0.26253 1.36096
H 2.55474 -1.77320 0.60346
H 2.29015 -0.89600 -1.65662
H 3.84763 0.17480 -1.61935
H 2.60380 2.12392 -0.99100
H 2.04500 1.28430 0.63068
H -3.84375 -2.90737 1.61099
Na -4.66687 3.48607 -2.62863



Record 2
Entry from OMol25: a molecular structure, C39H33F12N4O4Pb (ωB97M-V/def2-TZVPD).

Results
* largest force on an atom: 1.80 eV/A
* net charge: +1
* HOMO-LUMO gap: 0.192 Eh
* energy: -92979.029 eV
* spin multiplicity: 1
* HOMO energy: -10.3 eV

Atoms and positions in Å:
Pb -1.12927 0.92649 -0.48774
C -3.90693 4.88254 0.09855
C -4.13802 4.23381 1.30170
C -3.08327 3.59849 1.93952
C -1.83481 3.62020 1.32343
N -1.62438 4.19185 0.13918
C -2.63089 4.81573 -0.44438
C -0.61300 3.10832 1.98346
C -0.25341 3.59977 3.24110
C 0.97308 3.24242 3.76771
C 1.80093 2.41210 3.02984
C 1.35418 1.91543 1.80679
N 0.16294 2.26954 1.30514
C 2.24059 1.12800 0.95104
C 3.00227 -1.20051 0.90052
C 3.49818 -1.40580 -0.46965
C 3.40318 -0.45244 -1.45594
C 2.83989 0.81538 -1.32262
N 2.15814 1.32203 -0.31094
H -4.69281 5.42319 -0.40441
H -5.11946 4.24648 1.74678
H -3.22569 3.09567 2.88346
H -2.39861 5.31500 -1.37572
H -0.91478 4.26789 3.77208
H 1.30265 3.62426 4.72323
H 2.79086 2.17770 3.38159
H 3.42923 -1.94962 1.57520
H 4.07037 -2.29591 -0.67497
H 3.82435 -0.67736 -2.42546
H 2.93895 1.49955 -2.15738
C 2.60199 -5.71320 -3.85365
C 2.25241 -4.68253 -2.83778
C 2.60686 -4.82772 -1.49986
C 2.18844 -3.91444 -0.56109
C 1.42271 -2.78284 -0.93258
N 0.88365 -2.04748 0.05083
C 1.45445 -1.45330 0.99664
C 3.33825 0.20310 1.46105
C 3.55432 0.03593 2.93166
C 2.66707 -0.53489 3.75862
C 2.99513 -0.79139 5.19752
C 1.29288 -0.81292 3.39129
C 0.73057 -1.09023 2.19586
C -0.80511 -1.25806 2.08157
O -1.36005 -0.86550 0.92971
C -1.11666 -2.77339 2.34730
F -0.41405 -3.23534 3.40268
F -2.40153 -2.97794 2.61839
F -0.79260 -3.56608 1.33141
C -1.54215 -0.50299 3.24039
F -2.81741 -0.29372 2.92487
F -1.02454 0.72687 3.45627
F -1.52890 -1.10872 4.43407
C 1.08600 -2.61805 -2.29926
C 1.49233 -3.56485 -3.21285
C 0.19018 -1.41252 -2.62437
O 0.28402 -0.45899 -1.67815
C 0.50295 -0.70444 -3.98737
F -0.55473 -0.02064 -4.42989
F 0.89435 -1.47813 -5.00652
F 1.49032 0.18859 -3.82061
C -1.23229 -2.03652 -2.78949
F -1.53406 -2.87653 -1.80358
F -2.21439 -1.13265 -2.83850
F -1.31404 -2.74575 -3.92952
H 3.35667 -6.39774 -3.48019
H 2.95960 -5.25168 -4.77081
H 1.71591 -6.29514 -4.11009
H 3.18856 -5.68353 -1.18792
H 2.40851 -4.06150 0.48540
H 4.27399 0.54590 1.00110
H 4.53155 0.31137 3.30554
H 4.06351 -0.72895 5.37883
H 2.64925 -1.78499 5.47672
H 2.48636 -0.07449 5.84276
H 0.64658 -0.77671 4.25517
H 1.20550 -3.49545 -4.25022
C -4.62212 0.48257 -0.17823
O -3.79175 1.39607 -0.88210
C -4.10881 1.44122 -2.27065
C -3.19752 2.43781 -2.97622
O -1.85293 2.01921 -2.86148
C -0.93325 2.93267 -3.42719
H -4.47822 -0.53729 -0.53848
H -5.67225 0.76228 -0.29486
H -4.33704 0.53297 0.86770
H -5.15309 1.76307 -2.38913
H -3.98961 0.44534 -2.70926
H -3.32615 3.43037 -2.52184
H -3.47173 2.49331 -4.03809
H 0.04570 2.46639 -3.35694
H -0.92646 3.87978 -2.87774
H -1.17155 3.12423 -4.47793



Record 3
Entry from OMol25: 10 unconnected molecules or ions with the total composition H20O10 (ωB97M-V/def2-TZVPD).

Results
* largest force on an atom: 2.94 eV/A
* net charge: +1
* HOMO-LUMO gap (alpha / beta): 0.370 / 0.112 Eh
* energy: -20789.767 eV
* spin multiplicity: 2
* HOMO energy (alpha / beta): -13.5 / -13.5 eV

Atoms and positions in Å:
O 2.44846 2.88525 -1.31921
H 2.14336 2.25215 -0.66934
H 2.64820 2.35790 -2.09266
O -2.03253 1.20640 1.66906
H -1.80498 1.76283 2.41394
H -1.74099 0.33141 1.92524
O -1.53481 -2.85010 -1.08709
H -0.82799 -2.25256 -0.84299
H -2.20050 -2.72326 -0.41107
O -0.25136 -0.57566 -0.17410
H 0.44968 -0.01362 -0.50407
H -0.56967 -0.12733 0.60943
O 2.03165 0.81945 1.39418
H 2.52999 0.52462 0.63196
H 1.97583 0.04766 1.95760
O -3.21746 -2.44295 1.01036
H -2.52308 -2.16959 1.60982
H -3.90600 -2.78488 1.58064
O 3.45121 0.21008 -0.90503
H 3.06620 -0.06464 -1.73721
H 4.31081 -0.21066 -0.88779
O -1.32227 -1.23946 2.72330
H -1.53254 -1.14908 3.65274
H -0.37544 -1.37863 2.70388
O 2.07371 0.28148 -3.49026
H 1.88508 -0.04605 -4.36967
H 1.29736 0.78775 -3.25108
O -2.19254 1.90667 -0.98301
H -1.99734 2.83314 -1.12364
H -2.28195 1.82164 -0.03379



Record 4
Entry from OMol25: a molecular structure, C38H38CrN3OP2S2Si (ωB97M-V/def2-TZVPD).

Results
* largest force on an atom: 1.13 eV/A
* net charge: 0
* HOMO-LUMO gap (alpha / beta): 0.245 / 0.274 Eh
* energy: -123086.852 eV
* spin multiplicity: 2
* HOMO energy (alpha / beta): -7.2 / -7.2 eV

Atoms and positions in Å:
Cr -0.26863 0.51413 -0.72943
C 0.05284 -2.48868 0.32868
P 1.28397 -2.26958 -0.99397
C 2.74924 -3.20669 -0.51052
C 2.67609 -4.55801 -0.18084
C 3.81203 -5.22480 0.24472
C 5.02052 -4.54680 0.34168
C 5.09919 -3.20483 0.00119
C 3.96295 -2.53165 -0.42240
C 0.64345 -2.98332 -2.52624
C -0.66069 -2.67977 -2.91807
C -1.12827 -3.10937 -4.14742
C -0.29999 -3.84039 -4.98744
C 0.99795 -4.14334 -4.60065
C 1.47423 -3.71512 -3.37216
C 0.31570 -1.44884 1.37162
C 0.78804 -1.61709 2.65487
C 0.83991 -0.32616 3.22658
C 0.41814 0.56195 2.25505
C 0.23107 2.03090 2.37495
P 1.47970 3.13278 1.51990
C 3.05397 2.67176 2.33910
C 3.59920 1.39236 2.44413
C 4.77398 1.19609 3.15591
C 5.41855 2.26366 3.76532
C 4.89424 3.54293 3.65373
C 3.72156 3.74103 2.94067
C 1.55786 2.32839 -0.11308
C 2.65998 1.84224 -0.71747
C 2.65462 1.62628 -2.17881
C 1.79818 2.59420 -2.89328
C 0.65512 2.96830 -2.30299
C 0.36457 2.58378 -0.92365
N 0.09074 -0.12041 1.11555
H 0.17808 -3.48461 0.75170
H -0.95309 -2.40889 -0.09485
H 1.73315 -5.08704 -0.26403
H 3.75958 -6.27208 0.51202
H 5.90275 -5.06658 0.69211
H 6.04091 -2.67768 0.07928
H 3.99284 -1.47852 -0.66911
H -1.30177 -2.08138 -2.28179
H -2.13555 -2.86167 -4.45418
H -0.66272 -4.16818 -5.95279
H 1.64341 -4.71103 -5.25824
H 2.48709 -3.94123 -3.06199
H 1.03638 -2.55794 3.12309
H 1.15918 -0.07728 4.22692
H 0.24894 2.32638 3.42458
H -0.73689 2.33127 1.96279
H 3.10149 0.55174 1.97847
H 5.19043 0.19940 3.24127
H 6.32894 2.10017 4.32838
H 5.39340 4.38200 4.12158
H 3.30212 4.73546 2.84063
H 3.56729 1.62552 -0.16837
H 3.64862 1.48757 -2.59971
H 2.03913 2.86124 -3.91397
H -0.05516 3.59054 -2.82958
H -0.38741 3.20915 -0.44452
C -2.87215 5.15938 -2.36420
Si -4.13465 4.41136 -1.18615
C -5.80330 4.16094 -2.03037
C -4.31544 5.64945 0.23685
C -3.64432 2.78494 -0.34278
C -4.14982 2.47457 0.90062
C -3.72845 1.32678 1.59460
C -2.67113 0.62625 1.08718
N -2.11199 0.92190 -0.10929
C -2.72488 1.85344 -0.90818
S -2.34747 1.71997 -2.54356
H -3.17915 6.17198 -2.64033
H -2.76008 4.57083 -3.27154
H -1.89275 5.23046 -1.88511
H -6.14171 5.08117 -2.51269
H -6.56489 3.86293 -1.30652
H -5.74134 3.38241 -2.79286
H -4.52857 6.65222 -0.13942
H -3.39233 5.70171 0.81854
H -5.12479 5.37457 0.91731
H -4.87861 3.12961 1.36679
H -4.17300 1.03468 2.53463
H -2.21945 -0.18460 1.64267
O 0.35538 0.27830 -2.89843
S 1.78031 -0.08832 -2.65815
N 1.67033 -0.69672 -1.11148



| no. | molecular weight (u) |
| --- | --- |
| 1 | 362.2 |
| 2 | 1056.9 |
| 3 | 180.2 |
| 4 | 758.9 |